(1)
The following is a DFT calculation (the ωB97M-V functional and the def2-TZVPD basis) of a 2-piece molecular cluster, C6H9O4S2 overall in a non-equilibrium geometry.

Computed properties:
**Energy above the lowest of the compared OMol25 structures with the same formula, charge and spin**: 17.4 kcal/mol
**HOMO level**: -4.47 eV
**Strongest force on any atom**: 4.58 eV Å⁻¹
**Gap between HOMO and LUMO**: 7.497 eV

ORCA input file:
```
! wB97M-V def2-TZVPD RIJCOSX def2/J DEFGRID3
* xyz -1 1
C 1.639 1.374 -0.533
C 2.762 0.963 0.170
C 0.470 1.090 0.113
C 0.618 0.564 1.386
C -0.822 1.579 -0.463
C -0.892 -1.039 2.243
O -0.172 -2.853 -2.742
O 0.176 -1.698 -0.573
O -1.987 -1.280 -1.739
O -0.388 0.298 2.260
S 2.307 0.377 1.733
S -0.164 -1.568 -1.994
H 1.505 1.811 -1.613
H 3.776 1.035 -0.286
H -2.341 -1.409 -2.657
H -1.279 0.730 -0.800
H -0.636 2.120 -1.423
H -1.328 2.197 0.129
H -0.504 -1.663 3.026
H -0.778 -1.493 1.240
H -1.963 -1.138 2.526
*
```


(2)
The following is a DFT calculation (the ωB97M-V functional and the def2-TZVPD basis) of C29H25N3P2PdS2 as an isolated structure in a non-equilibrium geometry.

Computed properties:
**Energy above the lowest of the compared OMol25 structures with the same formula, charge and spin**: 0.0 kcal/mol
**HOMO level**: -14.05 eV
**Strongest force on any atom**: 2.80 eV Å⁻¹
**Gap between HOMO and LUMO**: 4.931 eV

ORCA input file:
```
! wB97M-V def2-TZVPD RIJCOSX def2/J DEFGRID3
* xyz 2 1
Pd 2.211 0.127 -1.182
S 2.568 -1.706 0.434
P 0.599 -1.381 0.621
C 0.496 0.149 -0.246
P -0.524 1.035 -1.393
S 0.884 1.517 -2.730
C -1.801 -0.005 -2.057
C -1.687 -0.489 -3.361
C -2.683 -1.312 -3.862
C -3.756 -1.674 -3.058
C -3.858 -1.204 -1.751
C -2.882 -0.368 -1.243
C -1.232 2.401 -0.511
C -0.502 2.932 0.558
C -1.054 3.936 1.332
C -2.329 4.411 1.036
C -3.049 3.890 -0.030
C -2.507 2.880 -0.810
C -0.372 -2.643 -0.169
C -0.096 -3.004 -1.492
C -0.813 -4.032 -2.073
C -1.800 -4.688 -1.341
C -2.077 -4.322 -0.031
C -1.371 -3.288 0.564
C 0.055 -1.151 2.299
C -1.046 -0.327 2.544
C -1.473 -0.130 3.847
C -0.796 -0.745 4.895
C 0.305 -1.555 4.647
C 0.740 -1.759 3.347
H -0.847 -0.204 -3.980
H -2.621 -1.669 -4.881
H -4.527 -2.323 -3.454
H -4.705 -1.480 -1.137
H -2.972 0.020 -0.235
H 0.494 2.561 0.781
H -0.499 4.349 2.163
H -2.761 5.198 1.640
H -4.038 4.268 -0.254
H -3.068 2.475 -1.643
H 0.685 -2.501 -2.048
H -0.597 -4.337 -3.087
H -2.353 -5.500 -1.797
H -2.836 -4.847 0.533
H -1.573 -3.004 1.588
H -1.562 0.166 1.726
H -2.325 0.506 4.046
H -1.125 -0.586 5.913
H 0.830 -2.023 5.469
H 1.603 -2.385 3.151
N 6.950 1.406 1.066
C 5.968 1.762 0.218
C 4.843 0.941 -0.002
N 3.882 1.352 -0.817
C 3.978 2.530 -1.447
C 5.108 3.300 -1.232
N 6.082 2.931 -0.415
H 6.956 0.516 1.530
H 7.740 2.019 1.178
H 4.739 -0.023 0.475
H 3.172 2.840 -2.093
H 5.228 4.246 -1.745
*
```


(3)
The following is a DFT calculation (the ωB97M-V functional and the def2-TZVPD basis) of C41H58Br66F4N2O7Si as an isolated structure in a non-equilibrium geometry.

Computed properties:
**Energy above the lowest of the compared OMol25 structures with the same formula, charge and spin**: 113.4 kcal/mol
**HOMO level**: -9.49 eV
**Strongest force on any atom**: 6.39 eV Å⁻¹
**Gap between HOMO and LUMO**: 8.720 eV

ORCA input file:
```
! wB97M-V def2-TZVPD RIJCOSX def2/J DEFGRID3
* xyz 0 1
C -1.635 -6.984 0.732
C -1.894 -5.390 0.499
N -2.797 -5.148 -0.683
C -2.953 -3.641 -0.814
C -4.301 -3.443 -1.715
O -1.770 -3.188 -1.510
C -1.390 -1.830 -1.070
C -0.192 -2.010 -0.042
C 0.125 -0.696 0.878
O 1.517 -0.701 1.296
C 2.388 -0.198 0.269
C 3.584 0.738 0.860
F 4.061 1.485 -0.283
F 4.646 -0.002 1.441
F 2.953 1.601 1.818
C -1.028 -1.051 -2.466
C -0.943 0.569 -2.203
C -2.219 1.167 -1.441
O -2.226 2.604 -1.658
Si -2.182 3.511 -0.180
C -0.962 2.850 1.142
C -3.885 3.795 0.646
C -1.527 5.277 -0.663
C 0.392 -1.448 -3.072
O 0.907 -0.485 -4.075
N 1.741 -1.214 -4.890
O 2.749 -0.570 -5.010
O -2.196 -1.267 -3.264
C -2.065 -1.335 -4.674
C -2.002 0.111 -5.442
C -3.326 0.939 -5.110
O -4.467 0.400 -5.110
F -3.178 2.347 -4.854
H -0.502 -7.179 0.766
H -2.077 -7.601 -0.143
H -2.097 -7.288 1.749
H -2.286 -4.876 1.455
H -0.864 -4.938 0.217
H -3.737 -5.481 -0.415
H -3.068 -3.250 0.259
H -4.777 -4.467 -1.990
H -4.073 -2.942 -2.731
H -5.113 -2.884 -1.118
H -2.320 -1.408 -0.556
H 0.773 -2.482 -0.473
H -0.553 -2.800 0.732
H -0.228 0.283 0.406
H -0.490 -0.812 1.856
H 1.835 0.466 -0.481
H 2.917 -1.025 -0.345
H 0.062 0.737 -1.644
H -0.833 1.162 -3.184
H -3.210 0.757 -1.881
H -2.224 0.862 -0.330
H -0.874 3.663 1.960
H 0.113 2.680 0.758
H -1.398 1.920 1.664
H -4.608 4.247 -0.135
H -3.742 4.633 1.438
H -4.322 2.846 1.127
H -2.326 5.914 -1.178
H -1.163 5.856 0.277
H -0.586 5.206 -1.340
H 0.297 -2.515 -3.516
H 1.250 -1.517 -2.300
H -3.072 -1.774 -5.063
H -1.285 -2.079 -5.096
H -1.022 0.668 -5.280
H -2.044 -0.151 -6.570
C 4.784 4.819 2.897
Br 6.594 4.846 3.593
Br 3.475 4.560 4.305
Br 4.395 6.392 1.829
H 4.712 3.958 2.233
C -0.311 -8.722 3.992
Br -1.384 -9.699 2.703
Br 0.408 -9.890 5.364
Br 1.080 -7.677 3.132
H -0.976 -8.017 4.490
C -5.746 -3.255 2.365
Br -4.624 -1.850 1.635
Br -4.707 -4.796 2.926
Br -6.885 -2.599 3.791
H -6.403 -3.588 1.560
C 7.384 0.732 3.397
Br 8.493 2.169 2.706
Br 8.447 -0.797 3.938
Br 6.218 1.340 4.823
H 6.743 0.403 2.580
C 0.909 8.041 2.762
Br 1.214 9.655 3.796
Br -0.420 6.895 3.587
Br 0.468 8.440 0.915
H 1.848 7.486 2.754
C 4.750 -0.548 -7.863
Br 5.676 0.886 -6.940
Br 4.504 -0.152 -9.747
Br 5.621 -2.260 -7.593
H 3.757 -0.622 -7.421
C 10.800 2.034 6.049
Br 9.590 1.985 7.564
Br 11.061 3.840 5.391
Br 12.488 1.161 6.445
H 10.329 1.467 5.246
C -7.971 -0.731 -6.643
Br -6.377 -1.524 -7.413
Br -9.589 -1.473 -7.416
Br -7.976 -0.854 -4.707
H -7.955 0.328 -6.895
C -2.862 7.760 7.165
Br -3.890 6.774 5.848
Br -2.159 6.597 8.550
Br -1.468 8.825 6.338
H -3.548 8.454 7.650
C 2.720 3.383 -8.551
Br 3.084 4.998 -7.541
Br 1.402 2.263 -7.670
Br 2.222 3.777 -10.386
H 3.649 2.814 -8.588
C 6.395 3.706 -11.042
Br 7.317 5.141 -10.117
Br 6.148 4.102 -12.925
Br 7.269 1.995 -10.773
H 5.401 3.629 -10.600
C -2.033 11.459 0.785
Br -1.726 13.071 1.820
Br -3.362 10.313 1.613
Br -2.477 11.860 -1.061
H -1.096 10.904 0.774
C 4.382 -6.428 1.444
Br 5.287 -4.998 2.392
Br 4.162 -6.019 -0.440
Br 5.256 -8.139 1.713
H 3.382 -6.510 1.871
C -9.681 -4.278 -0.159
Br -10.867 -4.265 1.375
Br -9.345 -2.490 -0.831
Br -8.028 -5.225 0.212
H -10.191 -4.826 -0.951
C -14.588 -6.096 1.970
Br -13.621 -5.486 3.538
Br -13.386 -6.714 0.578
Br -15.920 -7.433 2.418
H -15.122 -5.235 1.570
C -7.942 6.282 6.204
Br -7.074 7.720 7.174
Br -8.123 6.694 4.317
Br -7.056 4.580 6.490
H -8.950 6.189 6.608
C -10.983 7.980 9.397
Br -10.115 9.418 10.368
Br -11.165 8.392 7.509
Br -10.096 6.277 9.684
H -11.990 7.886 9.801
C 12.553 -2.820 4.722
Br 10.973 -3.872 5.120
Br 14.184 -3.739 5.227
Br 12.589 -2.249 2.868
H 12.497 -1.919 5.332
C -0.145 -12.322 -0.586
Br -0.989 -12.710 1.118
Br -0.853 -10.702 -1.387
Br 1.788 -12.267 -0.436
H -0.390 -13.144 -1.258
C 5.926 5.887 -1.989
Br 4.810 7.049 -3.071
Br 4.984 4.280 -1.450
Br 7.607 5.478 -2.868
H 6.168 6.435 -1.078
C 3.683 -5.195 -9.278
Br 2.547 -4.024 -10.329
Br 2.736 -6.785 -8.694
Br 5.325 -5.635 -10.212
H 3.964 -4.644 -8.381
C 13.603 -4.058 9.269
Br 12.724 -4.450 10.953
Br 12.870 -2.473 8.424
Br 15.529 -3.941 9.469
H 13.402 -4.896 8.602
*
```


(4)
The following is a DFT calculation (the ωB97M-V functional and the def2-TZVPD basis) of C17H11Br2N2O5Sn as an isolated structure in a non-equilibrium geometry.

Computed properties:
**Energy above the lowest of the compared OMol25 structures with the same formula, charge and spin**: 0.0 kcal/mol
**HOMO level (alpha / beta)**: -18.70 / -18.70 eV
**Strongest force on any atom**: 6.59 eV Å⁻¹
**Gap between HOMO and LUMO (alpha / beta)**: 5.125 / 5.124 eV

ORCA input file:
```
! wB97M-V def2-TZVPD RIJCOSX def2/J DEFGRID3
* xyz 3 1
Sn -2.470 -10.976 9.749
O 2.228 -11.533 11.328
C 0.931 -11.339 10.929
O 0.489 -10.225 10.622
C 0.189 -12.670 11.085
C 0.824 -13.726 11.706
C 0.121 -14.911 11.869
C -1.247 -15.032 11.478
C -1.874 -13.859 11.016
N -1.163 -12.745 10.764
C -3.288 -13.769 10.560
O -4.144 -14.606 11.205
O -3.748 -12.919 9.723
H 2.691 -10.682 11.198
H 1.857 -13.639 11.933
H 0.611 -15.823 12.208
H -1.725 -16.015 11.369
H -3.719 -15.451 11.417
C -1.744 -11.229 13.658
C -3.005 -10.521 13.328
C -3.600 -9.807 14.402
C -4.532 -8.813 14.132
C -4.914 -8.529 12.811
C -5.754 -7.434 12.380
Br -6.470 -6.180 13.507
C -5.885 -7.056 11.048
C -5.267 -7.808 10.113
Br -5.322 -7.256 8.351
C -4.555 -8.978 10.419
O -4.196 -9.771 9.409
C -4.309 -9.346 11.779
N -3.446 -10.385 12.089
H -1.608 -11.160 14.766
H -0.857 -10.732 13.190
H -1.817 -12.305 13.370
H -3.266 -9.993 15.462
H -4.922 -8.258 14.967
H -6.461 -6.165 10.741
*
```


Number 1: calculated total energy -36228.037 eV. Number 2: calculated total energy -78662.387 eV. Number 3: calculated total energy -4702307.500 eV. Number 4: calculated total energy -176912.311 eV.